The molecule C5H8N2S, computed with ωB97M-V/def2-TZVPD.

```
16
Properties=species:S:1:pos:R:3:lowdin_charge:R:1
C 1.974 1.194 1.057 0.0016
N 0.734 1.056 1.110 -0.0149
C -0.370 1.098 0.423 -0.8209
S -1.279 2.445 0.438 0.7192
C -0.649 -0.128 -0.510 -0.3599
C -2.188 -0.305 -0.530 -0.1119
N 0.046 -1.326 0.008 0.0086
C 1.184 -1.736 -0.228 -0.0828
H 2.654 1.224 1.923 0.0841
H 2.527 1.332 0.047 0.1137
H -0.305 0.251 -1.492 0.1437
H -2.685 -1.211 0.067 0.1206
H -2.606 0.633 -0.127 -0.0192
H -2.497 -0.362 -1.619 0.0815
H 1.463 -2.668 0.301 0.0765
H 1.995 -1.496 -0.868 0.0601
```

The energy above the lowest of the compared OMol25 structures with the same formula, charge and spin comes out at 79.0 kcal per mole. The value obtained for the molar mass is 128.20 Da. Its total charge is 0. The structure (SMILES) is C=NC(=S)[C@H](C)N=C. Its HOMO energy is -8.45 eV. Its multiplicity is 1. Its total energy is -19126.9965 eV. The calculation puts the HOMO-LUMO gap at 8.522 eV. The strongest force on any atom comes out at 0.0550 Eh/bohr.

The molecule C15H22N2O3S, computed with ωB97M-V/def2-TZVPD.

```
43
Properties=species:S:1:pos:R:3:lowdin_charge:R:1
C -1.979 -1.861 -0.978 -0.0299
N -1.611 -1.391 0.337 -0.0905
C -2.713 -1.093 1.241 -0.1050
C -3.464 0.129 0.783 -0.2158
C -2.794 1.343 0.685 -0.0293
C -3.453 2.472 0.236 -0.0782
C -4.791 2.400 -0.119 -0.0933
C -5.465 1.196 -0.021 -0.0862
C -4.803 0.064 0.423 -0.0517
C -0.344 -1.202 0.773 -0.4395
O -0.107 -0.810 1.900 0.0607
C 0.773 -1.457 -0.239 -0.2160
C 2.065 -1.842 0.498 -0.1139
C 3.293 -1.345 -0.254 -0.1930
N 3.310 0.102 -0.354 -0.2389
S 4.464 0.919 0.540 0.6128
C 5.324 1.813 -0.780 -0.1200
O 3.850 1.887 1.400 -0.2917
O 5.391 -0.019 1.105 -0.3024
C 2.003 0.736 -0.339 -0.1996
C 0.990 -0.157 -1.043 -0.1167
H -3.047 -1.702 -1.112 0.0908
H -1.459 -1.313 -1.764 0.0886
H -1.772 -2.929 -1.091 0.0968
H -3.377 -1.960 1.300 0.1295
H -2.267 -0.914 2.224 0.1285
H -1.754 1.396 0.973 0.1143
H -2.925 3.412 0.166 0.1030
H -5.307 3.283 -0.467 0.1002
H -6.509 1.135 -0.293 0.1014
H -5.334 -0.875 0.500 0.1095
H 0.486 -2.261 -0.919 0.1304
H 2.049 -1.390 1.492 0.1223
H 2.120 -2.924 0.621 0.1253
H 3.316 -1.767 -1.267 0.1252
H 4.207 -1.636 0.265 0.1069
H 5.726 1.077 -1.462 0.0612
H 6.117 2.396 -0.331 0.0632
H 4.609 2.458 -1.271 0.0563
H 2.097 1.696 -0.856 0.1228
H 1.677 0.937 0.688 0.1217
H 1.360 -0.391 -2.043 0.1238
H 0.051 0.391 -1.147 0.1163
```

The energy above the lowest of the compared OMol25 structures with the same formula, charge and spin comes out at 35.4 kcal per mole. The value obtained for the molar mass is 310.42 Da. Its total charge is 0. The structure (SMILES) is CN(Cc1ccccc1)C(=O)C1CCN(S(C)(=O)=O)CC1. Its HOMO energy is -9.14 eV. Its multiplicity is 1. Its total energy is -35870.0472 eV. The calculation puts the HOMO-LUMO gap at 9.720 eV. The strongest force on any atom comes out at 0.0208 Eh/bohr.

A cluster of 7 separate species, C14H42O7 in total, computed with ωB97M-V/def2-TZVPD.

```
63
Properties=species:S:1:pos:R:3:lowdin_charge:R:1
C -2.262 -1.316 -3.413 -0.0753
C -2.801 -2.273 -2.311 -0.2819
O -3.775 -3.129 -2.921 -0.0998
H -1.591 -0.589 -2.950 0.0434
H -3.032 -0.822 -3.999 0.0693
H -1.630 -1.939 -4.048 0.0751
H -3.125 -1.788 -1.396 0.1057
H -1.996 -2.988 -2.104 0.1031
H -3.537 -3.365 -3.815 0.0697
C 0.822 -0.524 4.589 -0.0832
C -0.571 -0.824 5.179 -0.2668
O -1.009 -2.148 4.813 -0.0999
H 1.530 -1.326 4.790 0.0763
H 1.210 0.325 5.166 0.0745
H 0.792 -0.245 3.543 0.0565
H -1.252 -0.054 4.819 0.1112
H -0.499 -0.798 6.268 0.1093
H -0.907 -2.695 5.593 0.0908
C -1.563 2.612 -4.923 -0.0666
C -2.413 2.533 -3.650 -0.2934
O -3.137 3.773 -3.548 -0.0985
H -0.556 2.284 -4.649 0.0647
H -1.485 3.638 -5.274 0.0733
H -1.869 1.980 -5.754 0.0678
H -1.864 2.413 -2.715 0.0780
H -3.149 1.724 -3.662 0.0951
H -3.361 3.933 -2.628 0.0716
C 0.270 1.196 -1.193 -0.0746
C -0.106 0.341 0.015 -0.3323
O 0.558 -0.893 0.000 -0.0891
H 1.338 1.356 -1.313 0.0809
H -0.363 2.077 -1.094 0.0550
H -0.065 0.637 -2.070 0.0480
H -1.183 0.109 0.030 0.1108
H 0.086 0.929 0.926 0.1074
H 0.434 -1.417 0.806 0.0323
C 0.166 -4.951 2.289 -0.0818
C -0.096 -3.730 1.447 -0.2904
O -0.005 -2.548 2.250 -0.1293
H 1.006 -4.857 2.979 0.0761
H 0.231 -5.899 1.755 0.0756
H -0.678 -5.070 2.981 0.0736
H -1.099 -3.745 1.008 0.1154
H 0.617 -3.589 0.634 0.1094
H -0.607 -2.549 3.019 0.0597
C 4.797 -3.111 1.869 -0.0833
C 4.043 -2.097 1.034 -0.3315
O 3.595 -2.616 -0.214 -0.0879
H 4.407 -4.101 1.630 0.0767
H 4.563 -2.978 2.928 0.0656
H 5.879 -3.039 1.789 0.0680
H 4.640 -1.210 0.779 0.1108
H 3.187 -1.759 1.632 0.0987
H 2.967 -1.933 -0.490 0.0647
C 0.322 5.525 -0.310 -0.0905
C 0.205 6.785 -1.186 -0.3079
O 1.395 7.570 -1.200 -0.0932
H -0.499 4.845 -0.527 0.0592
H 0.574 5.795 0.718 0.0706
H 1.215 4.933 -0.545 0.0714
H -0.600 7.440 -0.840 0.1062
H 0.100 6.498 -2.232 0.1108
H 1.737 7.662 -0.305 0.0748
```

The energy above the lowest of the compared OMol25 structures with the same formula, charge and spin comes out at 61.7 kcal per mole. The value obtained for the molar mass is 322.48 Da. Its total charge is 0. The structure (SMILES) is CCO.CCO.CCO.CCO.CCO.CCO.CCO. Its HOMO energy is -9.84 eV. Its multiplicity is 1. Its total energy is -29528.7974 eV. The calculation puts the HOMO-LUMO gap at 10.287 eV. The strongest force on any atom comes out at 0.0564 Eh/bohr.